No. 1
{
  "formula": "C4H7ClO",
  "method": "the ωB97M-V functional and the def2-TZVPD basis",
  "elements": ["C", "H", "H", "C", "C", "H", "C", "H", "O", "H", "H", "Cl", "H"],
  "positions_angstrom": [[-0.4278, 0.3170, -0.9294], [-1.4247, 0.5921, -0.7170], [-0.8389, 0.3143, -3.0948], [0.0268, 0.4497, -2.3112], [0.2466, -0.1072, 0.1750], [0.8316, -0.1638, -2.5012], [0.1225, -0.0898, 2.5071], [0.8306, 0.7274, 2.3566], [-0.4623, -0.3878, 1.2854], [0.6247, -1.0585, 2.8874], [0.3868, 1.5382, -2.4502], [1.8190, -0.6676, 0.3877], [-0.7030, 0.1956, 3.0482]],
  "atomic_forces_ev_per_a": [[1.4, -0.8, 1.9], [-1.0, 0.2, 0.3], [1.7, 0.0, 1.6], [-2.0, 3.2, -1.5], [-2.4, 0.0, -1.5], [1.7, -1.4, -0.8], [2.3, -1.8, -0.3], [0.1, -0.1, 0.6], [-1.3, 0.0, -1.3], [-0.6, 1.8, -0.1], [-0.5, -1.5, -0.1], [1.9, -0.3, -1.1], [-1.4, 0.7, 2.1]],
  "smiles": "C/C=C(\\Cl)OC",
  "orbital_gap_ev": 9.34,
  "e_homo_ha": -0.3121,
  "multiplicity": 1
}

No. 2
{
  "formula": "C44H43F17N6O2S",
  "method": "the ωB97M-V functional and the def2-TZVPD basis",
  "elements": ["F", "C", "H", "H", "C", "F", "C", "C", "C", "F", "C", "H", "C", "N", "H", "F", "H", "H", "C", "C", "C", "F", "C", "H", "H", "F", "F", "H", "H", "O", "H", "H", "C", "H", "C", "S", "N", "C", "H", "H", "C", "C", "C", "F", "H", "C", "H", "H", "H", "C", "H", "F", "H", "F", "F", "H", "C", "C", "H", "H", "H", "C", "H", "N", "F", "H", "N", "C", "F", "C", "C", "O", "C", "H", "C", "C", "F", "C", "C", "H", "C", "C", "H", "H", "C", "C", "H", "C", "F", "H", "N", "H", "H", "C", "C", "H", "C", "H", "F", "H", "H", "C", "H", "H", "N", "C", "C", "C", "H", "C", "H", "C", "F"],
  "positions_angstrom": [[-6.2027, 3.5751, 0.4646], [-1.3927, 5.6206, 0.1970], [-0.9478, -3.4969, -0.8633], [0.4503, -2.0802, -2.3779], [-6.6108, 4.3464, 1.4922], [-7.0953, -3.2786, 1.4634], [9.8589, -5.7692, -2.0469], [9.4747, -7.1825, -2.0095], [-1.3170, 4.3460, 3.7442], [-5.6968, 0.2964, 3.1600], [0.8409, 2.8351, -2.5174], [-2.0498, 5.0317, 4.1549], [0.1645, 4.0425, 1.7684], [10.1599, -4.6646, -2.0756], [-2.1080, -0.6685, -1.0901], [-8.1710, 1.8785, 1.5462], [8.5931, -7.3191, -2.6381], [6.0416, -3.4841, -2.1558], [-4.4449, -1.2630, -2.8231], [-1.6161, -1.4711, -0.5374], [-6.9185, -1.0054, 0.9986], [-7.7788, 4.9021, 1.1058], [-5.5854, 5.4959, 1.7095], [8.4806, -3.0748, -0.1229], [3.3659, 1.9868, -1.3795], [-5.9927, 3.6173, 3.7203], [-7.7155, 1.4986, 3.6241], [9.2003, -7.4378, -0.9856], [10.1995, -7.9056, -4.6166], [-1.8420, 2.9922, 3.8033], [-3.3964, -1.0482, -2.6044], [7.4685, -4.5212, -2.0483], [10.6236, -8.0749, -2.4940], [11.4852, -7.9488, -1.8361], [3.6372, 0.2728, 1.4807], [1.1388, 3.0494, 2.8681], [-2.4738, 2.7645, 5.0591], [6.7038, -1.9833, -0.0027], [-0.4611, -3.2749, -3.2914], [1.9687, -0.1591, 3.8587], [-1.7887, 5.4207, 1.5073], [3.9583, 0.2549, 4.3185], [-0.2739, 5.0502, -0.3125], [-5.5406, -2.7310, 0.0766], [-4.0033, 4.1358, 2.2558], [2.6795, 0.6567, 3.7443], [5.7111, -0.4959, 5.5240], [11.4149, -6.7598, -4.0353], [-4.7539, 0.6121, -3.8674], [-3.0918, 6.0352, 1.9457], [-4.0017, 4.7220, 0.5487], [-4.8368, 1.9254, 2.0367], [4.4287, 0.0594, -0.4619], [-6.3423, 0.9581, -0.2203], [-7.8368, -0.8886, 1.9673], [-2.0126, 6.2391, -0.4380], [-4.0943, -0.8263, -5.2261], [-4.6230, -2.7659, -3.0046], [-1.0013, -1.5949, -3.2662], [-3.2778, 6.9810, 1.4470], [11.8352, -8.4536, -4.2435], [0.5200, 4.2208, 0.4516], [-5.9392, -0.6327, -4.2648], [1.6767, 3.6479, -0.2155], [-5.8330, 6.1803, 2.8386], [2.3508, 1.5084, 4.3368], [-3.4672, -1.1126, -6.1404], [2.8269, 1.0444, 2.2776], [-5.7926, 6.3615, 0.6744], [-6.0032, 0.2631, 0.8684], [-1.4122, -2.6938, -1.4386], [-3.5980, 3.0688, 5.0328], [-0.3365, -0.9665, -0.0306], [-0.0436, 5.2701, -1.3431], [3.1675, 1.7513, -0.3456], [7.9282, -2.4028, -2.1069], [-8.0681, 3.9809, 3.2923], [-5.9274, 1.1489, 2.1428], [-6.9229, 3.4942, 2.7670], [8.6521, -1.3357, -0.3653], [-7.2116, 1.9922, 2.4764], [-4.1688, 4.9793, 1.5883], [8.9327, -2.5265, -2.5059], [-3.1123, 6.1646, 3.0204], [2.3161, 2.5040, 0.4288], [-4.8847, -0.4552, -4.0486], [10.3118, -9.1177, -2.4164], [-0.9868, 4.6259, 2.3088], [-7.5852, -1.1330, -0.1680], [-0.4202, 4.3783, 4.3664], [5.6677, -1.8056, 0.4528], [-2.3899, -3.0572, -1.7638], [7.5028, -1.5107, -2.5726], [11.0391, -7.7785, -3.9306], [4.9230, -0.1386, 4.9135], [-4.0093, -3.1458, -3.8229], [3.7884, 0.6528, 0.1678], [0.4966, 2.3600, -3.3992], [-5.3125, -2.3283, 2.2220], [-5.0256, -0.9336, -1.9601], [-4.3255, -3.2965, -2.1005], [-0.5563, -2.3895, -2.6630], [-2.2469, -1.7272, 0.3150], [4.1289, -0.5940, 1.8780], [0.6620, -0.5621, 0.3602], [1.2315, 3.2006, -1.4457], [7.0744, -3.6066, -2.4881], [-6.1541, -2.3484, 1.1935], [7.0560, -3.7323, -3.5713], [8.0281, -2.2002, -0.5925], [-5.6651, -3.0146, -3.2143], [2.1677, 2.1339, 1.7441], [-4.7405, -0.1919, 0.6568]],
  "atomic_forces_ev_per_a": [[0.2, -0.2, 0.1], [-0.8, 0.5, 0.1], [0.0, 0.0, 0.1], [0.0, 0.1, 0.0], [-0.7, 0.9, 0.3], [0.3, 0.3, -0.1], [-0.2, -0.3, 0.1], [0.2, -0.1, 0.0], [0.2, -0.5, 0.0], [0.0, 0.0, 0.0], [0.1, -0.2, 0.2], [-0.1, 0.1, 0.0], [0.7, -0.8, 0.5], [0.2, 0.3, 0.0], [0.1, 0.1, 0.1], [0.3, 0.1, -0.3], [0.0, 0.0, 0.0], [0.0, 0.0, 0.0], [0.0, -0.2, 0.1], [0.2, -0.2, 0.0], [-0.2, 0.0, -0.7], [0.0, -0.1, 0.0], [0.7, -0.5, -1.1], [0.0, 0.0, 0.0], [-0.2, 0.3, -0.1], [0.3, -0.3, -0.2], [0.0, 0.0, -0.1], [-0.1, 0.1, 0.0], [0.0, 0.0, 0.0], [-0.2, 0.3, -0.4], [-0.1, 0.1, -0.1], [0.0, 0.0, 0.0], [0.1, -0.1, -0.2], [-0.1, 0.0, 0.1], [-0.2, 0.4, -0.1], [0.0, 0.1, -0.2], [-0.2, -0.1, 0.4], [0.4, 0.0, 0.0], [0.0, 0.0, 0.0], [-0.2, 0.0, 0.0], [0.1, 0.5, 0.2], [0.1, -0.5, 0.5], [0.1, 0.2, -0.8], [0.2, 0.3, 0.2], [-0.1, -0.2, -0.2], [0.5, 0.5, -0.4], [0.3, 0.0, -0.1], [0.0, 0.0, 0.0], [0.0, 0.0, -0.1], [-0.3, -1.0, 0.2], [-0.2, -0.4, -0.1], [-0.2, 0.2, -0.2], [0.1, 0.0, -0.2], [-0.1, 0.2, 0.2], [0.3, 0.2, 0.2], [0.0, 0.1, -0.1], [-0.3, 0.2, 0.2], [0.0, 0.0, 0.0], [0.0, 0.0, 0.0], [0.0, 0.1, 0.0], [0.0, 0.0, 0.0], [0.5, 0.4, -0.3], [0.0, 0.0, 0.0], [-1.4, -1.4, 0.3], [-0.2, -0.2, 0.3], [-0.3, -0.1, 0.1], [0.2, -0.1, -0.2], [0.1, -0.5, 0.7], [-0.1, 0.2, 0.0], [0.4, -0.3, 0.0], [0.1, -0.1, -0.2], [0.1, 0.0, 0.0], [-0.4, 0.1, 0.0], [0.3, -0.2, -0.1], [0.2, 0.1, -0.6], [-0.2, -0.1, -0.3], [0.1, -0.1, 0.0], [-0.1, -0.5, 0.0], [-0.8, 0.3, -0.2], [0.0, 0.0, 0.1], [0.3, 0.0, 0.9], [0.4, 1.0, 0.6], [0.0, 0.0, 0.1], [-0.1, 0.4, 0.1], [0.4, 0.4, -0.3], [0.2, -0.1, 0.1], [-0.1, 0.0, 0.1], [-0.1, 0.1, 0.2], [0.1, -0.1, 0.0], [0.0, 0.2, 0.1], [-0.1, -0.2, 0.0], [0.2, 0.1, 0.1], [0.0, 0.1, 0.1], [0.0, 0.0, 0.0], [-0.3, 0.1, 0.0], [0.0, 0.0, 0.0], [0.7, -0.9, 0.0], [-0.1, 0.1, -0.2], [0.1, 0.2, -0.4], [0.0, 0.1, 0.0], [-0.1, 0.0, 0.0], [0.0, 0.0, 0.0], [0.0, 0.1, 0.0], [0.2, -0.2, 0.0], [0.2, 0.0, 0.1], [0.4, 0.5, -0.3], [-0.1, 0.1, 0.0], [-0.9, -0.8, 0.5], [0.0, 0.0, 0.0], [-0.1, 0.0, -0.2], [0.0, 0.0, 0.0], [-0.9, 1.0, 0.6], [0.0, 0.0, 0.0]],
  "smiles": "C#CCc1cccc2c1Sc1c(ccc(CCC(F)(F)C(F)(F)C(F)(F)C(F)(F)C(F)(F)C(F)(F)C(F)(F)C(F)(F)F)c1CON=O)N2C#C.CCCC#N.CCCC#N.CCCC#N.CCCC#N",
  "orbital_gap_ev": 7.10,
  "e_homo_ha": -0.2735,
  "multiplicity": 1
}

No. 3
{
  "formula": "CH12O5",
  "method": "the ωB97M-V functional and the def2-TZVPD basis",
  "elements": ["O", "H", "H", "C", "O", "H", "H", "H", "O", "H", "H", "H", "O", "H", "H", "H", "O", "H"],
  "positions_angstrom": [[0.6176, -1.2417, 1.5814], [0.3393, 0.5196, -2.3363], [0.8271, 2.8895, -2.0254], [1.5115, -0.1604, 1.8243], [0.5341, -0.1879, -1.7131], [1.0462, 0.5239, 2.5221], [-1.2400, -2.0131, 1.2248], [-2.2980, -0.5578, -0.1073], [-2.2871, -0.3102, -1.0519], [1.7628, 0.3598, 0.9021], [1.0031, -1.7709, 0.8758], [-2.3829, -1.5466, 2.1208], [1.7461, 3.0716, -1.8295], [-0.3503, -0.5854, -1.6534], [2.1400, 3.5400, -2.5541], [2.4193, -0.5137, 2.3123], [-2.1976, -1.8695, 1.2330], [-3.1912, -0.1471, -1.3257]],
  "atomic_forces_ev_per_a": [[0.0, -0.2, -0.1], [0.4, 0.1, 0.0], [-0.1, 0.2, -0.2], [0.2, 0.0, 0.1], [-0.4, -0.1, -0.2], [-0.3, 0.1, 0.0], [0.0, 0.3, 0.2], [-0.2, -0.2, -0.3], [0.3, 0.2, 0.0], [0.0, 0.1, 0.0], [0.1, 0.1, 0.0], [0.1, -0.1, 0.0], [0.1, -0.4, 0.9], [0.1, 0.0, 0.3], [0.0, 0.3, -0.6], [0.2, -0.1, -0.1], [-0.1, 0.0, 0.0], [-0.1, -0.1, 0.1]],
  "smiles": "CO.O.O.O.O",
  "orbital_gap_ev": 11.26,
  "e_homo_ha": -0.3900,
  "multiplicity": 1
}

No. 4
{
  "formula": "C4H6N3O3",
  "method": "the ωB97M-V functional and the def2-TZVPD basis",
  "elements": ["H", "N", "H", "C", "C", "N", "C", "H", "O", "C", "H", "H", "N", "O", "H", "O"],
  "positions_angstrom": [[2.0021, 1.1494, 1.4949], [-1.9760, -2.4152, 0.4739], [-1.5149, -3.3553, 0.2346], [-0.3047, 1.1451, -0.6553], [1.8824, 1.1567, 0.4239], [0.5103, 0.9745, 0.2806], [-1.7359, 0.9304, -0.1782], [-2.7539, -2.3584, 1.1027], [-2.2025, -0.3753, 0.0942], [2.5328, -0.0195, -0.2492], [-0.3131, 1.6135, -1.6511], [2.1711, 1.9997, -0.1658], [-1.4411, -1.4777, -0.0989], [1.9998, -0.7988, -0.9378], [3.6777, 0.0786, -0.2464], [-2.5342, 1.7522, 0.0779]],
  "atomic_forces_ev_per_a": [[1.1, 0.6, 0.2], [1.9, -3.2, -0.9], [-0.9, 1.6, 0.8], [-0.7, 0.3, 0.5], [-1.0, -0.7, -0.6], [-2.8, -0.7, 0.1], [0.8, 1.4, -0.5], [-1.0, 0.3, 0.4], [0.2, -3.0, 0.8], [3.7, 1.9, 0.3], [0.9, -0.1, 0.2], [1.0, 1.0, 0.2], [-0.8, 3.1, -0.5], [-1.5, -2.0, -1.1], [-1.0, -0.5, 0.4], [0.1, 0.0, -0.2]],
  "total_charge": 1,
  "smiles": "[NH2+]=NOC(=O)/C=N/CC=O",
  "orbital_gap_ev": 7.08,
  "e_homo_ha": -0.4927,
  "multiplicity": 1
}

No. 5
{
  "formula": "H8O4",
  "method": "the ωB97M-V functional and the def2-TZVPD basis",
  "elements": ["O", "H", "O", "H", "H", "H", "H", "O", "O", "H", "H", "H"],
  "positions_angstrom": [[-0.3331, 2.6149, 1.2727], [1.4812, -2.8274, 1.6181], [-1.3452, -0.5126, -2.5838], [0.6548, -0.2383, 0.3664], [-1.6841, 0.3635, -2.3673], [-0.2910, -0.3167, -0.8399], [1.5121, -1.6051, 2.5324], [1.5350, -1.8673, 1.6066], [0.1516, 0.3062, -0.2501], [0.5288, 3.0391, 1.2761], [-1.9525, -0.8567, -3.2449], [-0.2576, 1.9007, 0.6137]],
  "atomic_forces_ev_per_a": [[0.0, 0.0, -0.1], [0.0, 0.0, -0.1], [-0.1, 0.1, 0.1], [0.0, -0.2, 0.0], [0.0, 0.0, -0.1], [0.1, 0.0, -0.1], [0.0, 0.0, 0.0], [0.0, 0.1, 0.0], [0.0, 0.0, 0.0], [0.0, 0.0, 0.0], [0.0, -0.1, 0.0], [0.0, 0.1, 0.2]],
  "smiles": "O.O.O.O",
  "orbital_gap_ev": 11.17,
  "e_homo_ha": -0.3873,
  "multiplicity": 1
}

No. 6
{
  "formula": "C22H37ClP2Pt",
  "method": "the ωB97M-V functional and the def2-TZVPD basis",
  "elements": ["H", "Cl", "C", "H", "H", "H", "H", "H", "C", "C", "H", "P", "Pt", "C", "H", "H", "H", "C", "H", "H", "C", "H", "C", "H", "C", "H", "P", "H", "H", "H", "H", "C", "H", "C", "H", "C", "H", "C", "H", "C", "C", "H", "H", "C", "C", "C", "C", "H", "H", "H", "C", "H", "H", "H", "C", "H", "H", "H", "C", "H", "H", "C", "H"],
  "positions_angstrom": [[2.6121, -4.0017, 0.9511], [2.3448, 0.4793, 2.4484], [1.3975, 2.2216, -0.6843], [-2.1557, 1.7015, 3.7471], [1.0314, 2.0001, -4.0253], [-0.6114, 1.5548, -4.4758], [-1.4997, 1.8239, 1.5817], [0.3452, -2.8853, 3.8433], [-0.1365, -5.2233, 1.1687], [0.8616, -0.0660, -4.9720], [1.1831, 2.9573, -1.4716], [0.3726, -3.5733, 1.6195], [-0.1749, -0.9827, -2.6067], [-0.4459, 1.5302, 1.6704], [2.4324, 2.3834, -0.3713], [-1.1326, -2.3409, 2.9183], [-0.9594, -4.0622, 3.3755], [-1.7727, 0.1004, -2.5699], [-1.2019, -5.2451, 0.9601], [-1.9349, -0.8472, -5.8714], [0.1903, 0.3922, 5.8452], [1.1800, -2.2811, -4.7142], [1.0551, 0.6671, 3.5945], [2.5039, -3.0601, 2.5020], [-2.0215, -1.0652, -4.8074], [2.0687, -0.4430, 5.1855], [0.3804, 2.8578, 0.7224], [-1.0788, -2.9326, -4.0375], [1.0188, 5.0696, 1.6663], [0.4569, -5.6590, 0.3646], [-0.2996, 0.6315, 1.0607], [-0.8776, -1.8593, -4.2199], [1.2983, -0.0064, -0.7192], [0.9491, 4.0095, 2.0177], [-2.8812, -1.7260, -4.6980], [1.2726, 0.8398, -1.4451], [-2.2092, 1.1663, -4.4011], [0.1146, 0.9396, -2.5132], [-0.3194, 5.0066, -0.1688], [-0.9906, 1.0017, 5.4264], [-0.7597, 3.9981, -0.1606], [-2.2358, 0.4314, -1.6288], [0.1048, -5.6967, 2.1053], [1.1982, 0.1558, 4.8972], [-0.1554, 1.2330, 3.1457], [-2.4109, 0.1842, -3.9195], [2.0902, -3.8595, 1.8982], [-1.7088, 4.0531, 0.3839], [1.9331, 3.7309, 2.4548], [0.3283, 0.0770, 6.8896], [-1.1796, 1.3526, 4.0928], [-0.5274, 1.7249, -2.0102], [1.9415, -0.0469, -5.1816], [-1.8030, 1.1785, 6.1410], [0.3568, 1.1357, -4.0897], [2.0059, -4.7904, 2.4374], [0.4180, 0.0204, -5.9579], [0.2036, 4.0430, 2.8556], [-0.4305, -3.1528, 3.1333], [2.2074, 0.7600, -2.0022], [-0.9541, 3.7079, -1.1987], [0.5169, -1.4523, -4.4307], [-3.5053, 0.1385, -3.7515]],
  "atomic_forces_ev_per_a": [[0.0, 0.1, 0.2], [0.2, -0.1, 0.0], [-0.5, -0.5, -0.4], [0.3, 0.1, 0.2], [0.4, -0.2, -1.0], [1.4, -0.5, 0.3], [-0.1, -0.3, 0.2], [-0.3, 0.1, 0.5], [-0.1, -0.2, 0.6], [0.2, -0.1, 0.1], [0.2, 0.2, 0.3], [-0.5, 3.3, -4.6], [0.5, -3.2, 4.2], [0.2, -0.2, 0.2], [0.1, -0.3, -0.1], [0.2, -0.2, 0.4], [-0.4, -0.1, 1.0], [-1.5, 0.2, 1.2], [0.0, -0.2, -0.1], [0.3, 0.1, 0.0], [0.2, -0.1, -0.4], [0.1, 0.5, 0.3], [-0.7, -0.3, 0.4], [0.3, 0.0, 0.0], [-1.1, 0.2, 1.1], [-0.1, 0.5, -0.3], [0.5, 0.3, -1.2], [0.2, 0.6, -0.4], [0.1, -0.9, 0.0], [-0.1, 0.2, 0.0], [-0.1, -0.1, 0.1], [1.2, -0.3, -2.0], [-0.4, 0.4, -0.4], [-0.2, 1.3, 1.6], [-0.2, 0.0, -0.3], [0.9, 0.3, -0.4], [-0.4, -0.6, 0.1], [-0.5, 2.0, 0.2], [-0.2, -0.1, 0.0], [-0.3, 0.0, 0.3], [0.1, 0.5, 0.1], [-0.3, 0.2, -0.8], [-0.3, -1.4, 0.3], [-0.2, 0.4, 0.0], [0.1, -0.4, 0.0], [-1.0, 0.0, 0.0], [0.2, -0.5, 0.7], [0.0, 0.0, -0.1], [-0.7, 0.0, -0.3], [-0.1, 0.1, -0.6], [0.2, 0.1, -0.2], [0.4, -0.4, -1.2], [-0.2, 0.3, 0.5], [0.3, -0.1, -0.3], [0.1, 1.9, 1.4], [1.2, -0.6, 0.6], [-0.3, 0.3, -0.3], [0.4, -0.1, -0.2], [-0.2, -0.3, 0.3], [0.2, -0.2, 0.0], [0.0, -0.2, 0.3], [-0.1, -1.7, -1.6], [0.4, 0.2, -0.2]],
  "orbital_gap_ev": [4.10, 6.63],
  "e_homo_ha": [-0.1250, -0.2315],
  "multiplicity": 3
}

Respective F_max values: 4.026; 1.938; 0.982; 4.200; 0.203; 5.712 eV/A.
Respective calculated total energy values: -18829.57197; -116386.12482; -11468.88721; -14845.78321; -8320.03370; -57750.04126 eV.